1 | Below is a 3-piece molecular cluster, C3H14N2O2 overall, with properties calculated with wB97M-V/def2-TZVPD.

Output
Lowest unoccupied orbital energy   0.026 hartree
Kohn-Sham gap   9.905 eV
Structure (SMILES)   NCCCN.O.O

Each atom is followed by the atoms it is bonded to, with distances in Å.
Cartesian coordinates (Å):
1 N -0.87 -0.37 2.88  C2 1.486, H6 1.017, H7 1.019
2 C 0.22 0.09 1.98  N1 1.486, C3 1.533, H8 1.096, H9 1.094
3 C -0.30 0.70 0.68  C2 1.533, C4 1.524, H10 1.097, H11 1.102
4 C 0.77 1.15 -0.31  C3 1.524, N5 1.493, H12 1.091, H13 1.099
5 N 0.03 1.59 -1.53  C4 1.493, H14 1.023, H15 1.021
6 H -1.36 -0.95 2.20  N1 1.017
7 H -0.54 -1.14 3.46  N1 1.019
8 H 0.73 -0.82 1.64  C2 1.096
9 H 0.98 0.73 2.44  C2 1.094
10 H -0.89 -0.05 0.14  C3 1.097
11 H -1.00 1.51 0.94  C3 1.102
12 H 1.49 0.40 -0.66  C4 1.091
13 H 1.36 1.95 0.15  C4 1.099
14 H -0.52 2.40 -1.23  N5 1.023
15 H 0.68 2.00 -2.21  N5 1.021
16 O -0.70 -0.84 -2.48  H17 0.958, H18 0.967
17 H -1.24 -0.94 -3.27  O16 0.958
18 H -0.07 -0.12 -2.58  O16 0.967
19 O 0.43 -2.37 -0.34  H20 0.963, H21 0.973
20 H 0.57 -3.17 -0.86  O19 0.963
21 H 0.22 -1.73 -1.05  O19 0.973



2 | Below is a 3-piece molecular cluster, C3H14N2O2 overall, with properties calculated with wB97M-V/def2-TZVPD.

Output
Lowest unoccupied orbital energy   0.025 hartree
Kohn-Sham gap   9.815 eV
Structure (SMILES)   C[C@H](N)CN.O.O

Each atom is followed by the atoms it is bonded to, with distances in Å.
Cartesian coordinates (Å):
1 C 1.08 1.51 0.34  C2 1.517, H6 1.088, H7 1.095, H8 1.088
2 C 0.25 0.34 -0.14  C1 1.517, N3 1.466, C4 1.525, H9 1.091
3 N 0.85 -0.98 0.12  C2 1.466, H10 1.016, H11 1.013
4 C 0.03 0.44 -1.64  C2 1.525, N5 1.483, H12 1.096, H13 1.082
5 N -0.97 -0.56 -2.07  C4 1.483, H14 1.016, H15 1.012
6 H 0.60 2.43 0.01  C1 1.088
7 H 1.19 1.62 1.42  C1 1.095
8 H 2.09 1.47 -0.07  C1 1.088
9 H -0.73 0.31 0.34  C2 1.091
10 H 1.85 -0.95 -0.08  N3 1.016
11 H 0.77 -1.21 1.10  N3 1.013
12 H 0.97 0.23 -2.16  C4 1.096
13 H -0.36 1.42 -1.89  C4 1.082
14 H -0.72 -1.42 -1.59  N5 1.016
15 H -0.85 -0.72 -3.06  N5 1.012
16 O 1.34 -1.23 3.32  H17 0.969, H18 0.968
17 H 0.77 -1.90 3.72  O16 0.969
18 H 1.37 -0.50 3.95  O16 0.968
19 O -3.20 0.01 -0.17  H20 0.972, H21 0.960
20 H -2.51 -0.56 -0.55  O19 0.972
21 H -3.79 0.24 -0.90  O19 0.960



Stability summary: most stable 2, least stable 1.